ORCA calculation (the ωB97M-V functional and the def2-TZVPD basis) on one molecule with the formula C21H24N2O5S.

Its energy above the lowest of the compared OMol25 structures with the same formula, charge and spin is 1.869 eV. As for the LUMO energy: 0.02036 hartree. As for the SMILES: O=C(c1ccc(CNS(=O)(=O)c2ccccc2)cc1)N1CCC2(CC1)OCCO2. The gap between HOMO and LUMO is 9.8 eV. As for the charge: 0. The spin multiplicity is 1.

Bonds (Å) are listed after each position.
Element x y z (Å)
1 S 1.51 -4.41 -1.85  O4 1.432, O5 1.431, N8 1.663, C24 1.793
2 O -1.12 5.37 3.87  C11 1.416, C16 1.410
3 O 0.04 3.95 -1.34  C9 1.217
4 O 1.93 -4.64 -0.50  S1 1.432
5 O 2.46 -4.52 -2.92  S1 1.431
6 O 1.12 5.35 4.13  C11 1.412, C20 1.410
7 N -0.77 3.80 0.75  C9 1.355, C12 1.447, C27 1.442
8 N 0.90 -2.87 -1.92  S1 1.663, C21 1.444, H46 1.007
9 C -0.29 3.27 -0.39  O3 1.217, N7 1.355, C10 1.498
10 C -0.25 1.77 -0.46  C9 1.498, C18 1.390, C26 1.390
11 C 0.09 5.00 3.23  O2 1.416, O6 1.412, C13 1.531, C28 1.540
12 C -0.82 5.24 0.90  N7 1.447, C28 1.528, H39 1.091, H52 1.095
13 C 0.10 3.48 3.01  C11 1.531, C27 1.530, H30 1.089, H32 1.090
14 C -0.14 -1.00 -0.76  C15 1.388, C21 1.506, C23 1.390
15 C -1.37 -0.35 -0.66  C14 1.388, C18 1.384, H41 1.081
16 C -0.85 6.48 4.69  O2 1.410, C20 1.544, H31 1.097, H47 1.092
17 C -0.26 -5.67 -3.53  C24 1.381, C29 1.385, H51 1.079
18 C -1.42 1.03 -0.51  C10 1.390, C15 1.384, H48 1.080
19 C -1.77 -6.73 -1.45  C22 1.386, C25 1.386, H34 1.079
20 C 0.69 6.48 4.85  O6 1.410, C16 1.544, H44 1.097, H45 1.091
21 C -0.07 -2.49 -0.92  N8 1.444, C14 1.506, H37 1.101, H40 1.095
22 C -2.14 -6.95 -2.77  C19 1.386, C29 1.387, H33 1.080
23 C 1.03 -0.25 -0.72  C14 1.390, C26 1.382, H43 1.079
24 C 0.10 -5.45 -2.21  S1 1.793, C17 1.381, C25 1.380
25 C -0.65 -5.97 -1.17  C19 1.386, C24 1.380, H50 1.079
26 C 0.98 1.12 -0.58  C10 1.390, C23 1.382, H49 1.080
27 C -0.97 3.09 1.99  N7 1.442, C13 1.530, H36 1.095, H42 1.090
28 C 0.25 5.72 1.88  C11 1.540, C12 1.528, H35 1.091, H38 1.090
29 C -1.38 -6.42 -3.81  C17 1.385, C22 1.387, H53 1.079
30 H -0.09 2.99 3.97  C13 1.089
31 H -1.20 7.41 4.23  C16 1.097
32 H 1.09 3.20 2.66  C13 1.090
33 H -3.01 -7.54 -2.99  C22 1.080
34 H -2.36 -7.14 -0.65  C19 1.079
35 H 0.17 6.79 2.02  C28 1.091
36 H -1.95 3.35 2.39  C27 1.095
37 H -1.07 -2.90 -1.15  C21 1.101
38 H 1.25 5.49 1.49  C28 1.090
39 H -0.67 5.68 -0.08  C12 1.091
40 H 0.29 -2.95 0.00  C21 1.095
41 H -2.28 -0.92 -0.71  C15 1.081
42 H -0.93 2.01 1.81  C27 1.090
43 H 1.97 -0.76 -0.81  C23 1.079
44 H 1.14 7.39 4.44  C20 1.097
45 H 1.01 6.36 5.89  C20 1.091
46 H 0.70 -2.56 -2.86  N8 1.007
47 H -1.37 6.34 5.64  C16 1.092
48 H -2.37 1.53 -0.44  C18 1.080
49 H 1.89 1.70 -0.56  C26 1.080
50 H -0.32 -5.79 -0.15  C25 1.079
51 H 0.37 -5.25 -4.31  C17 1.079
52 H -1.81 5.51 1.29  C12 1.095
53 H -1.67 -6.61 -4.83  C29 1.079